(one)
Below is an isolated molecule of C3H5ClOS, with properties calculated with ωB97M-V with the def2-TZVPD basis set.

E_LUMO (spin up / spin down)	0.012 / 0.012	Ha

XYZ file:
```
11
Properties=species:S:1:pos:R:3:lowdin_charge:R:1
C -0.959 0.153 -0.409 -0.2641
C -0.419 -0.637 0.734 -0.4003
C 0.875 1.255 -0.028 -0.5132
O -0.192 1.274 -0.700 -0.0681
S 1.328 -0.145 0.749 0.7899
Cl 1.893 -1.782 -0.813 -0.1323
H -0.834 -0.382 -1.426 0.1504
H -2.020 0.319 -0.458 0.1268
H -0.776 -0.285 1.675 0.0656
H -0.495 -1.841 0.671 0.1427
H 1.599 2.071 0.005 0.1027
```

---

(two)
Below is an isolated molecule of C3H5ClOS, with properties calculated with ωB97M-V with the def2-TZVPD basis set.

E_LUMO	0.029	Ha
SMILES	O[C@H]1[C@H](S)[C@H]1Cl

XYZ file:
```
11
Properties=species:S:1:pos:R:3:lowdin_charge:R:1
C 0.764 -0.458 0.821 -0.3816
C 0.346 0.637 -0.148 -0.6337
C -0.649 -0.434 0.280 -0.6668
H 1.275 -2.259 0.330 0.0993
H 0.832 -0.226 1.883 0.1426
H 0.750 0.459 -1.138 0.1057
H 1.334 2.755 0.282 -0.1398
H -1.404 -0.226 1.057 0.1109
O 1.685 -1.375 0.288 -0.0298
S 0.083 2.305 0.439 0.7515
Cl -1.197 -1.462 -1.027 0.6417
```

---

(three)
Below is an isolated molecule of C3H5ClOS, with properties calculated with ωB97M-V with the def2-TZVPD basis set.

E_LUMO	0.028	Ha
SMILES	O[C@@H]1[C@@H](S)[C@@H]1Cl

XYZ file:
```
11
Properties=species:S:1:pos:R:3:lowdin_charge:R:1
C 0.665 0.103 -0.466 -0.5250
C -0.057 1.124 0.377 -0.4772
C -0.466 -0.296 0.531 -0.6405
H 3.062 0.399 -0.566 -0.1993
H 0.430 0.130 -1.544 0.1172
H 0.497 1.589 1.178 0.1506
H -1.322 1.334 -0.714 0.0589
H -0.314 -0.802 1.469 0.0889
O -0.928 1.995 -0.131 0.0300
S 2.357 -0.495 0.015 0.7510
Cl -1.970 -0.957 -0.098 0.6454
```

---

Stability, lowest: (one)

---

(one)
Below is a cluster of 2 separate species, C4H14N2O in total, with properties calculated with ωB97M-V with the def2-TZVPD basis set.

E_LUMO	-0.341	Ha
charge	+2

XYZ file:
```
21
Properties=species:S:1:pos:R:3:lowdin_charge:R:1
C -1.895 1.588 1.536 -0.0043
O -1.797 0.898 0.235 0.0167
C -0.844 0.563 1.624 0.0474
C 0.602 0.660 1.527 -0.0974
C 1.293 -0.324 0.522 -0.0931
N 0.959 0.051 -0.886 0.1768
N 0.405 -2.084 -2.601 0.0287
H -1.705 2.632 1.562 0.1471
H -2.733 1.290 2.172 0.1594
H -2.402 1.320 -0.411 0.2033
H -1.317 -0.354 1.966 0.1802
H 1.009 0.721 2.551 0.1871
H 1.006 1.639 1.257 0.1500
H 0.929 -1.300 0.820 0.1378
H 2.365 -0.312 0.709 0.1476
H 1.753 0.359 -1.453 0.1842
H 0.134 0.634 -0.796 0.1275
H 0.621 -0.786 -1.484 0.0920
H -0.310 -2.468 -3.229 0.0769
H 0.825 -2.990 -2.363 0.0725
H 1.102 -1.738 -3.257 0.0597
```

---

(two)
Below is a cluster of 2 separate species, C4H14N2O in total, with properties calculated with ωB97M-V with the def2-TZVPD basis set.

E_LUMO	-0.249	Ha
charge	+2

XYZ file:
```
21
Properties=species:S:1:pos:R:3:lowdin_charge:R:1
C 0.609 0.216 1.647 -0.1177
C 0.175 -0.397 0.337 -0.1650
C -1.213 0.085 -0.134 -0.2659
C -2.329 0.075 0.588 0.1345
N -1.268 0.804 -1.466 0.2256
N 2.027 -0.298 1.963 0.2129
H 0.611 1.312 1.731 0.1580
H -0.159 -0.290 2.292 0.1497
H 0.962 -0.154 -0.407 0.1050
H -0.014 -1.498 0.144 0.1680
H -3.156 0.735 0.334 0.1046
H -2.462 -0.439 1.531 0.1001
H -2.162 0.501 -2.004 0.2268
H -0.432 0.538 -2.022 0.0999
H -1.304 1.811 -1.393 0.1691
H 2.246 0.006 2.930 0.1912
H 2.137 -1.314 1.854 0.1860
H 2.600 0.239 1.298 0.1774
H 1.718 -0.227 -3.263 0.0866
H 0.545 -1.286 -3.110 0.0852
O 0.871 -0.417 -2.849 -0.0319
```

---

Stability, lowest: (one)

---

(one)
Below is a cluster of 2 separate species, C4H5F3O in total, with properties calculated with ωB97M-V with the def2-TZVPD basis set.

E_LUMO	0.024	Ha
SMILES	OC(F)=C(F)F.C=C

XYZ file:
```
13
Properties=species:S:1:pos:R:3:lowdin_charge:R:1
C 2.626 0.317 0.747 -0.0639
C 1.731 1.158 0.280 -0.0917
C -2.097 -0.772 -0.138 -0.3045
C -1.261 0.085 -0.651 -0.3564
O -2.398 -1.884 -0.844 0.1482
F -2.742 -0.594 1.033 0.1186
F -0.659 -0.077 -1.789 0.1773
F -0.915 1.194 -0.035 0.1259
H 2.773 0.124 1.755 0.0163
H 3.313 -0.303 0.085 0.0750
H 1.628 1.409 -0.825 0.0851
H 1.069 1.683 0.826 0.0000
H -3.068 -2.341 -0.445 0.0701
```

---

(two)
Below is an isolated molecule of C4H5F3O, with properties calculated with ωB97M-V with the def2-TZVPD basis set.

E_LUMO	0.034	Ha
SMILES	F/C=C/OCC(F)F

XYZ file:
```
13
Properties=species:S:1:pos:R:3:lowdin_charge:R:1
C -1.710 -0.657 0.122 -0.1146
C -1.494 0.629 -0.203 -0.1381
C 0.819 0.701 0.358 -0.1223
C 1.625 -0.346 -0.354 -0.3505
H -1.061 -1.570 0.288 0.1339
H -2.412 1.273 -0.393 0.1566
H 0.418 0.248 1.281 0.1423
H 1.505 1.569 0.563 0.1581
H 1.859 0.011 -1.356 0.1616
O -0.285 1.203 -0.388 -0.0838
F -3.035 -0.990 0.157 -0.0342
F 2.781 -0.500 0.352 0.0557
F 0.992 -1.573 -0.427 0.0353
```

---

Stability, lowest: (one)

---

(one)
Below is an isolated molecule of C10H16OS, with properties calculated with ωB97M-V with the def2-TZVPD basis set.

E_LUMO	0.027	Ha
SMILES	CC1=C[C@H](C)[C@](C=O)(C(C)C)S1

XYZ file:
```
28
Properties=species:S:1:pos:R:3:lowdin_charge:R:1
C 1.789 -0.978 0.466 -0.1185
C 2.258 -0.034 -0.338 -0.5412
C -0.075 1.226 1.190 -0.3957
C 0.309 -1.142 0.520 -0.3420
C -0.268 0.260 0.100 -0.5510
C 3.745 0.291 -0.539 -0.0770
C -0.053 -2.427 -0.245 -0.0755
C -2.729 0.137 0.752 -0.0706
C -2.023 1.815 -1.101 -0.0683
C -1.789 0.366 -0.404 -0.3577
O 0.571 1.205 2.198 0.0853
S 0.991 1.028 -1.012 1.0370
H 2.593 -1.525 0.833 0.1008
H -0.472 2.165 0.920 0.0867
H -0.049 -1.304 1.516 0.1269
H 3.948 0.572 -1.595 0.0766
H 4.253 -0.522 -0.074 0.0640
H 3.937 1.366 -0.227 0.0964
H 0.585 -2.566 -1.227 0.1097
H -1.133 -2.703 -0.404 0.0743
H 0.405 -3.341 0.409 0.1225
H -2.483 0.915 1.544 0.1109
H -2.429 -0.802 1.292 0.0920
H -3.723 -0.016 0.362 0.0796
H -3.099 2.077 -0.956 0.0821
H -1.783 1.725 -2.166 0.0657
H -1.394 2.593 -0.605 0.0598
H -1.885 -0.382 -1.209 0.1273
```

---

(two)
Below is an isolated molecule of C10H16OS, with properties calculated with ωB97M-V with the def2-TZVPD basis set.

E_LUMO	0.028	Ha
SMILES	C=C(C)[C@@]1(C(O)=C(C)C)S[C@H]1C

XYZ file:
```
28
Properties=species:S:1:pos:R:3:lowdin_charge:R:1
C -0.528 -1.169 -0.321 -0.2445
C 1.473 -0.504 1.269 -0.5389
C -1.756 -0.862 0.208 -0.2848
C 1.404 0.274 -1.215 -0.3539
C 0.975 -0.649 -0.130 -0.5674
C 2.452 0.566 1.662 -0.0909
C -2.986 -1.591 -0.219 -0.0481
C -1.939 0.253 1.192 -0.0608
C 2.613 0.228 -1.754 0.0453
C 0.352 1.255 -1.640 -0.0300
O -0.525 -2.152 -1.298 -0.0098
S 2.099 -1.971 0.409 0.9429
H 0.767 -0.775 2.050 0.1082
H 1.912 1.421 2.074 0.0822
H 3.030 0.896 0.798 0.0701
H 3.137 0.191 2.423 0.0796
H -3.575 -1.864 0.656 0.0819
H -2.730 -2.485 -0.780 0.0741
H -3.602 -0.950 -0.852 0.0868
H -1.023 0.820 1.328 0.0624
H -2.255 -0.139 2.160 0.0823
H -2.721 0.928 0.844 0.0822
H 3.341 -0.507 -1.453 0.0401
H 2.914 0.918 -2.523 0.0667
H 0.353 -2.554 -1.337 0.0699
H 0.767 1.980 -2.334 0.0809
H -0.055 1.774 -0.776 0.0832
H -0.465 0.727 -2.129 0.0906
```

---

Stability, lowest: (one)

---

(one)
Below is a cluster of 2 separate species, C6H13ClNO2 in total, with properties calculated with ωB97M-V with the def2-TZVPD basis set.

E_LUMO	-0.151	Ha
charge	+1

XYZ file:
```
23
Properties=species:S:1:pos:R:3:lowdin_charge:R:1
C 0.661 1.348 0.084 -0.4859
C -1.236 -0.861 -1.086 -0.0011
C 0.358 -2.027 1.281 -0.0022
C -1.342 2.624 0.325 -0.0361
C 1.541 0.686 -0.683 -0.4709
C 0.001 -1.679 -1.193 -0.0126
N 0.659 -2.108 -0.134 -0.0046
O 0.821 1.271 1.428 0.0274
O -0.459 1.902 -0.494 -0.1083
Cl 2.936 -0.156 -0.019 0.6812
H -1.832 -1.268 -1.812 0.0741
H -1.244 0.186 -1.513 0.1371
H -1.543 -0.985 -0.113 0.0516
H -0.657 -1.529 1.378 0.1174
H 0.342 -2.989 1.791 0.1125
H 1.199 -1.436 1.592 0.0629
H -1.463 3.738 -0.045 0.1570
H -0.927 2.591 1.296 0.0581
H -2.195 1.972 0.356 0.0955
H 1.583 0.775 -1.805 0.1117
H 0.439 -1.786 -2.190 0.1606
H 0.821 2.222 1.786 0.1726
H 1.539 -2.490 -0.231 0.1018
```

---

(two)
Below is the ion C6H13ClNO2 with charge +1, with properties calculated with ωB97M-V with the def2-TZVPD basis set.

E_LUMO	-0.109	Ha
SMILES	C[C@H](Cl)[C@@]1(O)OCC[N@@H+]1C
charge	+1

XYZ file:
```
23
Properties=species:S:1:pos:R:3:lowdin_charge:R:1
C -1.463 -1.228 -0.715 -0.0637
C -0.543 -0.851 -1.922 -0.0984
C 0.112 0.458 -0.097 -0.5095
C 2.466 1.545 -0.026 -0.0647
C -1.578 -0.455 1.706 0.0094
C 1.568 0.329 0.470 -0.5659
N -0.759 -0.790 0.513 -0.0604
O 0.117 0.303 -1.440 -0.0367
O -0.534 1.680 0.213 0.0740
Cl 2.296 -1.172 -0.153 0.7450
H -2.290 -0.472 -0.770 0.1638
H -1.640 -2.236 -0.646 0.1155
H 0.130 -1.662 -2.016 0.0966
H -1.129 -0.615 -2.846 0.1625
H 2.493 1.727 -1.033 0.0546
H 3.430 1.216 0.201 0.0459
H 2.369 2.476 0.574 0.1094
H -2.444 -1.137 1.643 0.1151
H -1.076 -0.636 2.695 0.1257
H -1.870 0.572 1.858 0.0964
H 1.475 0.430 1.563 0.1272
H -0.143 -1.681 0.708 0.2007
H -0.989 2.198 -0.482 0.1572
```

---

Stability, lowest: (one)

---

(one)
Below is a cluster of 2 separate species, C4H14N3O in total, with properties calculated with ωB97M-V with the def2-TZVPD basis set.

E_LUMO	-0.136	Ha
charge	+1

XYZ file:
```
22
Properties=species:S:1:pos:R:3:lowdin_charge:R:1
C 0.761 -0.948 0.683 -0.1673
C 1.142 -0.108 -0.607 -0.1470
C -0.146 0.641 -1.147 -0.2497
N -3.425 -0.029 -2.390 0.1165
C -2.193 -0.278 -2.275 -0.2348
N -1.384 -0.173 -1.004 -0.0547
N 1.523 -0.688 1.935 0.1549
H 0.919 -2.000 0.254 0.1479
H -0.308 -0.945 0.888 0.1005
H 1.607 0.905 -0.329 0.1268
H 1.466 -0.901 -1.451 0.1608
H -0.395 1.512 -0.566 0.0960
H 0.080 1.043 -2.239 0.1604
H -4.030 0.350 -1.750 0.0111
H -1.773 -0.683 -3.154 0.0957
H -1.833 0.069 -0.122 0.1040
H 1.848 0.290 2.030 0.0780
H 1.075 -1.006 2.787 0.1645
H 2.372 -1.253 1.948 0.1690
H 3.328 1.471 3.177 0.0948
H 2.214 0.963 3.974 0.0784
O 2.381 1.321 3.105 -0.0054
```

---

(two)
Below is a cluster of 2 separate species, C4H14N3O in total, with properties calculated with ωB97M-V with the def2-TZVPD basis set.

E_LUMO	-0.106	Ha
charge	+1

XYZ file:
```
22
Properties=species:S:1:pos:R:3:lowdin_charge:R:1
C -0.983 1.304 0.722 -0.1522
C -0.822 1.450 -0.817 -0.1242
C 0.497 0.732 -1.287 -0.2096
N 2.088 -1.395 -2.242 0.0791
C 0.903 -1.609 -1.490 -0.1666
N 0.167 -0.631 -0.980 -0.0172
N -1.473 -0.041 1.147 0.1270
H -1.617 2.067 1.117 0.1184
H -0.002 1.445 1.097 0.1103
H -1.624 1.141 -1.259 0.0503
H -0.674 2.497 -1.056 0.1225
H 0.572 0.973 -2.383 0.1392
H 1.447 0.935 -0.933 0.0932
H 2.003 -1.430 -3.208 0.0657
H 2.722 -0.670 -2.000 0.0770
H 0.741 -2.596 -1.058 0.1160
H -1.011 -0.690 0.495 0.0952
H -2.528 -0.215 1.107 0.1978
H -1.066 -0.241 2.176 0.1438
H 0.525 -0.408 4.136 0.0705
H -0.797 0.602 4.227 0.1315
O -0.217 -0.026 3.662 -0.0677
```

---

Stability, lowest: (one)